# 1
{"formula": "C30H74N2O14", "method": "wB97M-V/def2-TZVPD", "elements": ["C", "C", "C", "C", "C", "C", "N", "O", "C", "C", "C", "H", "H", "H", "H", "H", "H", "H", "H", "H", "H", "H", "H", "H", "H", "H", "H", "H", "H", "H", "C", "C", "C", "C", "C", "C", "N", "O", "C", "C", "C", "H", "H", "H", "H", "H", "H", "H", "H", "H", "H", "H", "H", "H", "H", "H", "H", "H", "H", "H", "C", "C", "O", "O", "H", "H", "H", "H", "H", "H", "C", "C", "O", "O", "H", "H", "H", "H", "H", "H", "C", "C", "O", "O", "H", "H", "H", "H", "H", "H", "C", "C", "O", "O", "H", "H", "H", "H", "H", "H", "C", "C", "O", "O", "H", "H", "H", "H", "H", "H", "C", "C", "O", "O", "H", "H", "H", "H", "H", "H"], "positions_angstrom": [[3.802928, 9.012841, -14.096168], [5.201506, 8.306343, -13.997666], [5.893927, 8.430062, -15.402881], [7.391353, 8.067777, -15.346367], [8.088152, 9.077142, -14.384934], [7.383759, 9.113045, -12.900222], [5.943921, 9.107980, -13.018264], [5.271822, 9.134600, -11.781892], [7.887649, 7.966023, -12.007605], [7.843961, 10.417612, -12.233962], [4.892227, 6.854389, -13.629940], [3.267286, 8.817744, -13.167119], [3.227302, 8.586102, -14.917536], [3.867165, 10.083693, -14.289125], [5.435449, 7.708281, -16.078857], [5.835330, 9.409208, -15.878198], [7.861352, 8.023987, -16.328859], [7.445812, 7.039346, -14.989357], [8.007192, 10.074652, -14.816806], [9.153060, 8.870089, -14.279109], [8.974422, 7.906526, -12.066683], [7.764376, 8.120804, -10.935722], [7.461202, 7.015958, -12.329483], [7.578637, 10.439243, -11.176970], [8.927321, 10.505955, -12.152499], [7.441536, 11.313561, -12.706658], [4.107459, 6.436129, -14.260258], [4.505404, 6.804268, -12.612115], [5.755233, 6.188783, -13.647075], [4.976774, 10.037474, -11.642720], [13.628203, 13.540571, -12.528631], [12.441820, 12.979337, -11.694240], [11.567614, 12.383442, -12.808451], [11.893309, 10.932407, -13.305949], [12.094610, 9.996011, -12.093579], [13.092855, 10.504445, -11.030011], [12.698096, 11.915117, -10.636633], [13.518079, 12.469844, -9.617550], [13.022412, 9.508167, -9.900735], [14.524490, 10.354654, -11.576137], [11.665571, 14.251462, -11.112098], [14.515809, 13.519874, -11.896309], [13.488618, 14.548880, -12.918402], [13.911710, 12.879238, -13.347386], [10.548809, 12.335897, -12.423883], [11.400294, 13.107733, -13.605626], [12.757267, 10.933306, -13.970534], [11.098389, 10.581020, -13.963773], [12.418978, 9.072102, -12.572392], [11.115392, 9.822836, -11.647226], [12.016211, 9.480110, -9.482561], [13.188782, 8.478007, -10.215719], [13.612713, 9.720557, -9.009370], [14.665202, 9.424191, -12.126177], [14.749785, 11.153961, -12.282155], [15.293529, 10.306369, -10.805203], [11.237871, 14.700737, -12.008370], [12.297194, 14.905413, -10.510852], [10.893292, 13.933203, -10.411813], [14.363721, 12.450704, -10.071549], [10.832543, 5.161031, -8.864499], [10.925648, 5.054291, -10.396010], [11.912977, 5.922004, -11.050793], [10.743442, 6.559869, -8.613775], [11.656605, 4.677774, -8.339646], [9.922802, 4.634742, -8.575571], [9.993602, 5.437669, -10.811227], [11.172111, 4.049572, -10.739388], [11.669068, 6.819839, -10.814161], [11.314086, 6.705070, -7.855567], [6.041376, 7.440880, -8.530052], [7.465533, 6.980723, -8.126763], [7.684809, 7.542009, -6.891516], [5.122751, 6.646756, -7.803522], [5.878597, 7.273024, -9.594673], [5.927816, 8.494630, -8.275461], [8.218359, 7.399305, -8.794709], [7.489854, 5.896361, -8.018780], [6.981086, 7.199867, -6.335353], [4.261157, 6.972425, -8.074061], [6.993096, 11.358508, -4.276237], [5.782803, 11.078059, -5.170163], [5.976878, 11.542693, -6.524529], [7.936544, 10.254529, -4.300995], [6.635018, 11.397864, -3.247479], [7.525684, 12.262793, -4.570735], [5.031185, 11.786164, -4.821236], [5.498890, 10.029836, -5.076796], [6.757245, 11.127272, -6.898763], [8.132327, 10.158484, -5.235907], [7.193918, 14.632583, -6.552752], [8.530978, 15.286093, -6.896799], [9.387681, 14.495704, -7.756509], [6.492683, 14.531005, -7.743206], [6.543154, 15.256017, -5.939610], [7.290444, 13.679718, -6.032348], [8.872656, 15.514821, -5.887325], [8.439683, 16.255373, -7.386963], [10.303176, 14.578124, -7.479610], [6.487218, 13.580092, -7.874876], [9.057460, 10.172664, -8.525507], [9.697273, 11.439811, -8.990614], [8.706054, 12.378747, -9.371759], [8.501590, 10.158209, -7.211932], [9.829082, 9.405667, -8.591914], [8.212077, 9.954586, -9.178099], [10.178553, 11.289003, -9.956914], [10.352528, 11.811657, -8.202923], [9.020463, 13.157994, -8.907516], [8.429866, 9.227365, -6.988394], [8.336888, 15.765098, -10.781201], [7.230703, 14.821111, -11.408460], [6.229383, 15.568401, -12.017756], [8.877843, 16.829373, -11.573291], [9.183573, 15.156418, -10.463833], [7.969235, 16.363572, -9.947686], [6.807663, 14.250708, -10.581558], [7.624342, 14.087527, -12.112028], [5.677606, 15.941220, -11.326273], [8.178055, 17.210475, -12.108703]], "forces_ev_per_a": [[0.14, -0.27, 0.18], [-1.34, 1.63, -2.50], [1.14, -0.68, 0.10], [-0.25, 0.26, 1.12], [-1.45, -0.89, 0.50], [2.62, 1.37, -1.43], [-0.62, -2.19, 1.65], [1.01, -0.33, -1.45], [0.05, -0.70, 0.09], [-0.29, 0.38, 0.85], [0.55, -0.44, 1.21], [-0.16, 0.19, -0.14], [0.19, -0.14, 0.02], [0.18, 0.02, 0.12], [-0.42, 0.12, 0.15], [-0.52, 0.21, 0.39], [-0.11, 0.41, -0.02], [0.33, -0.06, 0.31], [-0.10, 0.10, 0.08], [-0.12, -0.06, 0.37], [0.05, 0.09, -0.64], [-0.77, 0.15, -0.12], [0.12, -0.08, 0.22], [-0.46, 0.06, -0.01], [0.10, -0.23, -0.65], [0.09, -0.04, -0.14], [0.19, 0.36, -0.27], [-0.04, 0.10, 0.07], [0.08, 0.12, -0.25], [-0.08, 0.74, 0.19], [1.26, -0.90, 1.20], [-0.27, 0.44, -1.00], [-1.69, -1.19, 0.42], [0.38, 1.52, 0.68], [-0.23, 0.86, -1.35], [0.61, -0.01, -0.78], [-1.09, 0.16, -0.76], [-0.11, -0.79, -0.79], [-1.35, 0.02, 1.62], [0.29, 0.53, -0.61], [0.74, -2.03, 0.12], [0.30, 0.57, 0.06], [-0.24, -0.11, 0.21], [-0.28, 0.01, -0.19], [-0.40, -0.30, 0.45], [0.70, 0.00, -0.25], [0.37, 0.00, 0.22], [-0.31, -0.05, 0.19], [0.25, -0.38, 0.69], [-0.09, -0.02, 0.31], [-0.41, 0.12, -0.07], [0.46, 0.15, -0.30], [0.52, 0.17, -0.36], [-0.32, -0.12, -0.01], [0.23, 0.02, 0.04], [-0.10, 0.37, 0.20], [-0.04, 0.53, 0.42], [0.24, 0.14, -0.52], [-0.26, -0.23, -0.28], [0.86, 0.40, 0.45], [0.09, 0.02, -1.49], [0.86, 0.98, -0.66], [-0.30, -0.95, 0.89], [0.15, -0.23, 0.66], [0.22, 0.23, -0.11], [-0.20, 0.05, 0.18], [-0.53, -0.64, 0.11], [-0.31, 0.04, 0.07], [0.05, 0.17, 0.22], [-0.09, 0.47, 0.10], [0.97, -0.95, -0.60], [-1.60, 0.58, -1.00], [0.82, 0.39, 1.84], [-0.08, 0.20, 0.07], [0.00, 0.17, -0.33], [0.11, 0.20, -0.10], [0.04, -0.44, -0.14], [0.16, -0.17, -0.64], [-0.03, 0.16, 0.58], [-0.33, -0.23, 0.35], [0.28, -1.67, 0.01], [0.73, 1.99, -0.13], [-0.29, -0.46, 0.21], [-0.67, 0.63, -0.06], [0.17, 0.27, 0.03], [-0.29, 0.21, 0.14], [-0.52, -0.54, 0.15], [-0.19, 0.03, -0.17], [0.47, -0.36, -0.09], [0.50, -0.09, -0.08], [0.48, 1.14, -0.54], [-0.20, 0.45, 1.09], [-0.46, -0.13, 0.87], [-0.88, -1.44, -1.18], [0.69, 0.47, 0.59], [0.27, -0.04, -0.20], [1.33, -0.20, -0.05], [-0.59, -0.05, -0.05], [0.03, 0.13, 0.14], [-0.51, -0.23, -0.72], [-0.10, -0.64, -0.07], [-0.91, -0.13, -0.60], [-0.28, 0.26, 0.61], [0.49, 1.02, -0.04], [-0.07, -0.38, -0.09], [0.11, -0.23, -0.57], [1.03, -0.71, 0.50], [0.29, 0.17, -0.23], [-0.69, 1.06, 0.14], [-0.34, -0.59, 0.26], [-0.24, 0.21, -0.25], [1.33, 0.80, 1.37], [-0.69, 0.43, -0.82], [0.28, -0.82, -0.96], [-0.16, 0.09, 0.10], [-0.65, -0.98, 0.65], [0.19, -0.16, 0.26], [0.22, 0.32, -0.25], [-0.09, 0.11, 0.03], [-0.25, -0.01, -0.06]], "energy_ha": -2349.78538, "relative_energy_ev": 0.000, "charge": 1, "spin_multiplicity": 2, "s2": 0.754}

---

# 2
{"formula": "C30H75CrCsN5O8PS", "method": "wB97M-V/def2-TZVPD", "elements": ["Cr", "Cs", "P", "O", "O", "O", "O", "S", "O", "O", "O", "O", "C", "C", "N", "C", "C", "C", "C", "H", "H", "H", "H", "H", "H", "H", "H", "H", "H", "H", "H", "H", "H", "H", "C", "C", "N", "C", "C", "C", "C", "H", "H", "H", "H", "H", "H", "H", "H", "H", "H", "H", "H", "H", "H", "H", "C", "C", "N", "C", "C", "C", "C", "H", "H", "H", "H", "H", "H", "H", "H", "H", "H", "H", "H", "H", "H", "H", "C", "C", "N", "C", "C", "C", "C", "H", "H", "H", "H", "H", "H", "H", "H", "H", "H", "H", "H", "H", "H", "H", "C", "C", "N", "C", "C", "C", "C", "H", "H", "H", "H", "H", "H", "H", "H", "H", "H", "H", "H", "H", "H", "H"], "positions_angstrom": [[18.058360, -7.807010, 13.015920], [19.816180, -5.101460, 10.048620], [19.057960, -8.694380, 10.717530], [20.199910, -8.002280, 9.910080], [18.635900, -10.121530, 10.394110], [17.872610, -7.757410, 11.142080], [19.472970, -8.857180, 12.217610], [18.443850, -5.232530, 13.587070], [18.615240, -4.641480, 14.913560], [19.318820, -6.364090, 13.318070], [17.259510, -6.109340, 13.465900], [18.550050, -4.189680, 12.562080], [18.772900, -2.032090, 17.220500], [18.272400, -2.198360, 18.612870], [18.281960, -0.918880, 19.360600], [18.359260, -1.029890, 20.803870], [19.696310, -1.509600, 21.330090], [17.294990, 0.044550, 18.893390], [15.836240, -0.255900, 19.245630], [18.934870, -3.021140, 16.791950], [19.679680, -1.434110, 17.129590], [18.020800, -1.685040, 16.511970], [17.251170, -2.569860, 18.528150], [18.828710, -3.004930, 19.090440], [18.294740, -0.038990, 21.253370], [17.558950, -1.585290, 21.292880], [19.741620, -2.585960, 21.164300], [20.590180, -1.012780, 20.952910], [19.723000, -1.380650, 22.412110], [17.398240, 0.059340, 17.808390], [17.540250, 1.042950, 19.255520], [15.093610, 0.460660, 18.894690], [15.681800, -0.544530, 20.285320], [15.476600, -1.133890, 18.709080], [19.385440, -1.298720, 10.652540], [19.857830, 0.130820, 11.028290], [20.264700, 0.787120, 9.787660], [19.214260, 0.975700, 8.743400], [17.936780, 1.736510, 9.111740], [20.890820, 2.064930, 10.247160], [21.689230, 2.814940, 9.210170], [20.167650, -1.852890, 10.133750], [18.536960, -1.217410, 9.973150], [19.094040, -1.809040, 11.570560], [19.062000, 0.669810, 11.542340], [20.680010, 0.083500, 11.742350], [18.985770, 0.044290, 8.225360], [19.721330, 1.499890, 7.933330], [17.128880, 1.761180, 8.380440], [18.197200, 2.784600, 9.259390], [17.485500, 1.352860, 10.026750], [20.147560, 2.743800, 10.665250], [21.549710, 1.842240, 11.086430], [22.210540, 3.692790, 9.591910], [22.504890, 2.261800, 8.744520], [21.099500, 3.255190, 8.406120], [14.972420, -3.374870, 16.934530], [15.924730, -4.439780, 16.367260], [15.795720, -5.691590, 17.164080], [16.920010, -6.606340, 16.886570], [16.894250, -7.956400, 17.704460], [14.510080, -6.340840, 17.153360], [14.050280, -6.962650, 15.754170], [15.259990, -2.404350, 16.530180], [14.964760, -3.321220, 18.023180], [13.929550, -3.575040, 16.688660], [15.626520, -4.572680, 15.327300], [16.916840, -3.992800, 16.430700], [16.973380, -6.920320, 15.844130], [17.824400, -6.054390, 17.142540], [17.833700, -8.503450, 17.625230], [16.740990, -7.789540, 18.770660], [16.116770, -8.647960, 17.379850], [13.695520, -5.755510, 17.579950], [14.581200, -7.131770, 17.900000], [14.701980, -7.748050, 15.371350], [13.919740, -6.223100, 14.964160], [13.060430, -7.399450, 15.886470], [17.310920, -1.337820, 13.766140], [16.469570, -0.278970, 14.472290], [16.583180, 1.063580, 13.932560], [17.925150, 1.573440, 14.046640], [18.117500, 2.929080, 13.340340], [15.640120, 2.010330, 14.566910], [14.156790, 1.609690, 14.453750], [17.158070, -2.349800, 14.141150], [18.359260, -1.139970, 13.989560], [17.051390, -1.299380, 12.708180], [15.423260, -0.572470, 14.387460], [16.715750, -0.254620, 15.533840], [18.345810, 1.579040, 15.052180], [18.539700, 0.895000, 13.454890], [17.759390, 3.765590, 13.940430], [19.187540, 3.115660, 13.249320], [17.691410, 3.041060, 12.343340], [15.733840, 3.048430, 14.248050], [15.853700, 1.976350, 15.635240], [13.481190, 2.400000, 14.780980], [13.936430, 0.723450, 15.048820], [13.838320, 1.372020, 13.438770], [14.887100, -0.866120, 10.165950], [14.226620, -1.214510, 11.500220], [14.046020, -2.684310, 11.712920], [15.344180, -3.412640, 11.882610], [15.231230, -4.828980, 11.318330], [13.006910, -3.059490, 12.635450], [13.294810, -2.609590, 14.092160], [14.559760, -1.438990, 9.298320], [15.961170, -1.038050, 10.236040], [14.774500, 0.204890, 9.997560], [14.649250, -0.692240, 12.358530], [13.217430, -0.812470, 11.410750], [16.142750, -2.866620, 11.380360], [15.716950, -3.410950, 12.906880], [16.212290, -5.296060, 11.231980], [14.611710, -5.445450, 11.969680], [14.906120, -4.905810, 10.280790], [12.808080, -4.116150, 12.456440], [12.107210, -2.529700, 12.322440], [12.473110, -2.954340, 14.719890], [13.295800, -1.519600, 14.086130], [14.241440, -3.037060, 14.422710]], "forces_ev_per_a": [[3.20, 0.03, -3.35], [-0.08, -0.65, 0.20], [2.96, -3.79, -1.26], [-2.45, -0.13, 0.89], [-0.20, 1.84, -1.32], [-2.46, 2.21, 0.30], [0.29, 0.52, 3.81], [-0.25, 3.51, 1.61], [-0.16, -0.77, -0.97], [4.84, -2.55, -0.59], [-5.27, 0.64, 0.69], [-0.34, -0.73, -0.06], [0.11, -0.65, -1.37], [-0.72, 0.71, 0.44], [0.34, -0.37, 0.42], [0.63, 1.11, 0.25], [-0.07, -1.10, 0.33], [-0.28, -0.20, -0.23], [-0.51, -1.15, -0.47], [0.51, -0.15, 0.05], [-0.02, -0.02, 0.10], [-0.08, 0.63, 0.22], [-0.33, -0.27, 0.20], [0.20, 0.45, 0.47], [-0.48, 0.47, -0.44], [-0.26, -0.48, -0.10], [0.56, -0.08, -0.08], [-0.29, 0.03, -0.43], [-0.12, 0.00, 0.14], [-0.09, 0.24, -0.08], [0.29, 0.01, 0.12], [0.33, 0.64, 0.40], [0.03, 0.56, 0.19], [0.33, -0.37, -0.16], [-0.05, 0.81, 0.84], [-0.75, -1.68, -1.33], [0.52, 1.43, 0.65], [0.52, 0.07, -0.40], [0.24, 0.33, 0.56], [-0.08, -0.13, -0.64], [0.55, 0.69, -0.82], [0.17, 0.12, 0.09], [-0.16, -0.18, 0.14], [-0.12, -0.33, -0.21], [-0.34, 0.08, 0.02], [0.23, -0.02, -0.28], [-0.05, -0.40, 0.60], [0.06, 0.34, 0.07], [0.31, -0.42, -0.39], [-0.07, 0.11, 0.31], [0.04, 0.01, 0.14], [-0.37, 0.18, 0.09], [0.04, -0.29, -0.09], [-0.16, 0.04, 0.66], [-0.24, -0.53, 0.01], [-0.31, -0.31, -0.12], [-0.26, -0.22, 0.09], [-1.44, 0.17, 1.39], [1.03, 0.47, -0.30], [-0.29, -1.08, 1.06], [-0.11, 0.86, -0.04], [-0.28, -1.06, -1.16], [-0.23, 0.48, 1.08], [-0.18, 0.16, -0.02], [0.49, -0.06, 0.12], [-0.01, 0.08, -0.29], [0.44, -0.24, -0.38], [0.12, -0.78, -0.12], [0.04, 0.33, -0.39], [0.05, -0.11, -0.24], [0.16, 0.23, -0.26], [-0.07, 0.20, 0.08], [-0.11, 0.12, -0.16], [0.16, 0.66, -0.37], [0.01, -0.35, -0.24], [0.18, 0.08, 0.18], [0.27, 0.23, 0.09], [-0.06, -0.17, 0.09], [0.03, 0.66, 0.43], [-0.58, -0.39, 0.03], [-0.66, 1.08, -0.39], [0.42, 0.17, -2.08], [0.44, 0.41, 0.84], [-0.83, -1.12, 0.44], [0.02, -0.27, -0.29], [-0.31, 0.08, 0.07], [0.17, -0.07, -0.56], [0.47, -0.11, -0.07], [-0.01, -0.03, 0.12], [0.03, -0.09, 0.55], [-0.13, 0.17, 0.51], [0.17, -0.18, 0.34], [-0.19, 0.03, 0.04], [0.16, -0.07, -0.09], [-0.20, -0.50, 0.04], [0.43, -0.30, -0.37], [0.15, 0.39, 0.57], [0.22, 0.15, 0.22], [-0.02, 0.06, 0.11], [0.28, 0.01, -0.23], [1.02, 0.07, 0.69], [-1.38, -1.32, -0.45], [1.78, 0.94, -0.90], [-0.88, 0.12, -0.72], [0.77, -0.12, 0.01], [0.21, 0.86, 0.17], [-0.55, -0.88, -0.98], [-0.47, -0.01, 0.26], [0.21, 0.02, -0.07], [-0.10, 0.03, -0.19], [0.57, 0.10, -0.06], [-0.34, -0.02, 0.21], [-0.22, 0.05, -0.38], [-0.28, -0.34, 0.31], [0.13, -0.08, 0.66], [0.01, -0.17, -0.19], [-0.67, 0.54, 0.08], [0.05, -0.15, 0.61], [-0.23, -0.04, -0.15], [0.13, 0.03, 0.30], [0.23, -0.01, 0.26], [-0.13, 0.27, 0.19]], "energy_ha": -3868.04827, "relative_energy_ev": 0.785, "charge": -1, "spin_multiplicity": 4, "s2": 3.813}